The following is a quantum chemistry calculation of a structure of composition C15H19Cl3GeNO4PtSSi, from the Open Molecules 2025 dataset.

```
46
Properties=species:S:1:pos:R:3
Pt -0.42965 -0.08123 -1.00686
Ge -2.94419 -0.03082 -1.53472
Cl -4.25112 -1.59150 -2.45184
Cl -2.24929 0.95387 -3.50877
Cl -4.54732 1.45816 -0.98738
S -0.24502 -2.75448 1.75249
Si -0.18483 4.49477 0.92756
O 1.05701 -2.47233 2.33371
O -1.34340 -2.64874 2.68963
O -0.59344 -2.05360 -1.84737
O 2.53701 0.25053 -0.62548
N -0.52007 -1.89193 0.39970
C -1.62702 5.48018 0.23850
C -0.10374 -5.56202 1.45304
C -0.08924 -6.65892 0.58833
C 2.40122 -0.03961 0.76565
C -0.24279 -4.30329 0.92343
C -0.51094 -2.69038 -0.72150
C 1.54903 -0.20126 -1.42233
C -0.21292 -6.44446 -0.81022
C 1.41319 5.36370 0.44352
C -0.20645 2.81172 0.29276
C -0.28816 1.69324 -0.18586
C 1.86303 0.09768 -2.85567
C -0.30416 4.49285 2.80286
C -0.37995 -4.06752 -0.47839
C -0.35416 -5.19038 -1.34678
H 2.27493 -1.10672 0.93225
H 0.01696 -7.66313 0.97906
H -1.67716 6.48136 0.67659
H -0.19895 -7.30259 -1.47491
H -0.45506 -5.04598 -2.41520
H 1.05752 -0.24287 -3.50516
H 3.31545 0.31610 1.24007
H 0.53593 3.94777 3.23849
H -1.22059 3.99291 3.12244
H -0.30438 5.50944 3.20668
H 2.00805 1.17605 -3.00618
H 2.78831 -0.41154 -3.14498
H 1.45368 6.38307 0.83829
H -2.56550 4.96106 0.44294
H 1.50735 5.41013 -0.64335
H 2.27344 4.81024 0.82640
H 1.53989 0.48619 1.17936
H -1.53948 5.57951 -0.84530
H -0.00302 -5.69523 2.52448
```

Properties
**Net charge**: -2
**Calculated total energy**: -5203.2655 a.u.
**E_HOMO (spin up / spin down)**: 0.299 / -2.849 eV
**F_max**: 0.65 eV/Å
**Multiplicity**: 4
**Frontier orbital gap (spin up / spin down)**: 4.2 / 7.0 eV
**Relative energy (zero: lowest compared OMol25 entry of this formula, charge and spin)**: 19.37 kcal per mole
**⟨S²⟩**: 3.778